Record 1
DFT (ωB97M-V/def2-TZVPD) results for a molecular structure, C33H27F5N7O2ReS.

Calculated values
⟨S²⟩: 0.758
2S+1: 2
HOMO energy (alpha / beta): -0.60298 / -0.60081 Ha
LUMO level (alpha / beta): -10.59 / -10.30 eV
Charge: +3
Electronic energy: -2782.50732 Eh
Molar mass: 866.890 g mol⁻¹

Geometry (Å):
Re: 0.02 -0.17 0.14
C: 1.10 0.51 -3.26
C: 0.35 1.60 -2.56
C: 0.17 2.78 -3.29
C: -0.57 3.81 -2.79
C: -1.14 3.66 -1.53
C: -0.94 2.50 -0.83
N: -0.18 1.46 -1.33
C: -1.53 2.32 0.51
C: -2.19 3.30 1.23
C: -2.63 2.99 2.51
C: -2.41 1.73 3.05
C: -1.76 0.79 2.28
N: -1.36 1.10 1.03
C: -1.46 -0.60 2.68
C: -1.89 -1.11 3.88
C: -1.65 -2.44 4.18
C: -1.03 -3.22 3.24
C: -0.60 -2.68 2.03
C: 0.00 -3.60 1.02
N: -0.76 -1.35 1.77
H: 0.46 0.03 -4.01
H: 1.94 0.94 -3.80
H: 1.47 -0.26 -2.59
H: 0.62 2.84 -4.27
H: -0.71 4.72 -3.35
H: -1.74 4.45 -1.11
H: -2.34 4.29 0.83
H: -3.13 3.75 3.10
H: -2.74 1.51 4.06
H: -2.44 -0.48 4.57
H: -1.97 -2.86 5.13
H: -0.87 -4.27 3.41
H: -0.31 -4.62 1.23
H: -0.31 -3.36 0.01
H: 1.09 -3.57 1.08
C: 4.38 -2.50 -2.14
N: 4.28 -1.17 -1.53
C: 5.27 -0.21 -1.59
C: 4.81 0.88 -0.94
N: 3.55 0.58 -0.50
C: 3.23 -0.67 -0.86
S: 1.78 -1.58 -0.52
H: 5.41 -2.84 -2.06
H: 4.08 -2.45 -3.18
H: 3.74 -3.20 -1.60
H: 6.21 -0.40 -2.08
H: 5.28 1.83 -0.75
H: 2.94 1.14 0.09
N: -2.38 -3.32 -5.25
C: -1.63 -2.53 -4.48
O: -0.54 -2.08 -4.79
C: -2.17 -2.14 -3.11
C: -3.50 -2.18 -2.70
C: -3.81 -1.70 -1.43
C: -2.82 -1.18 -0.64
N: -1.53 -1.13 -1.04
C: -1.23 -1.62 -2.25
H: -2.02 -3.58 -6.16
H: -3.22 -3.76 -4.93
H: -4.28 -2.56 -3.34
H: -4.83 -1.72 -1.07
H: -3.04 -0.78 0.34
H: -0.20 -1.61 -2.56
F: 0.95 3.44 5.96
C: 1.05 2.82 4.80
C: 1.17 1.44 4.75
F: 1.19 0.74 5.87
C: 1.26 0.80 3.53
F: 1.39 -0.53 3.50
C: 1.22 1.51 2.34
O: 1.32 0.89 1.13
C: 1.12 2.89 2.40
F: 1.08 3.59 1.26
C: 1.02 3.55 3.62
F: 0.89 4.87 3.64

***

Record 2
DFT (ωB97M-V/def2-TZVPD) results for a molecular structure, C33H27NO13S at a distorted geometry.

Calculated values
2S+1: 1
HOMO energy: -0.33834 Ha
Energy relative to the best compared isomer or geometry (same formula, charge and spin): 5.3359 eV
LUMO level: -2.05 eV
Charge: 0
Electronic energy: -2704.40993 Eh
Molar mass: 677.640 g mol⁻¹

Geometry (Å):
C: 3.12 -2.66 1.11
C: 3.31 -1.43 2.15
O: 2.01 -0.93 2.58
C: 1.36 -0.14 1.57
C: -0.01 -0.75 1.04
C: -0.34 -2.29 1.02
C: -1.75 -2.66 0.51
N: -2.82 -1.85 0.05
C: -2.56 -0.46 0.02
C: -1.20 0.09 0.49
C: 1.18 1.28 2.35
O: 2.18 2.30 1.97
S: 2.44 1.88 0.36
O: 1.30 2.45 -0.43
O: 3.80 2.27 -0.12
O: 2.10 0.24 0.37
H: 2.58 -3.52 1.68
H: 2.41 -2.34 0.27
H: 4.10 -3.08 0.75
H: 4.04 -0.64 1.79
H: 3.80 -1.91 3.09
H: 0.42 -3.07 1.37
H: -1.97 -3.79 0.52
H: -3.39 0.25 -0.35
H: -1.05 1.23 0.43
H: 0.18 1.83 2.23
H: 1.36 1.22 3.49
C: 7.32 -1.43 -1.44
C: 8.63 -1.35 -1.64
C: 9.59 -1.62 -0.55
O: 10.79 -1.55 -0.73
C: 9.04 -1.98 0.77
C: 7.72 -2.06 0.97
C: 6.76 -1.79 -0.12
O: 5.56 -1.86 0.07
H: 6.60 -1.23 -2.22
H: 9.05 -1.08 -2.60
H: 9.76 -2.18 1.56
H: 7.30 -2.33 1.94
C: -6.47 2.37 -2.68
C: -7.64 1.99 -3.21
C: -8.45 0.93 -2.58
O: -9.52 0.58 -3.06
C: -7.92 0.30 -1.35
C: -6.76 0.68 -0.83
C: -5.95 1.75 -1.45
O: -4.88 2.09 -0.97
H: -5.87 3.15 -3.13
H: -8.04 2.44 -4.11
H: -8.53 -0.48 -0.91
H: -6.36 0.23 0.07
C: 8.07 -0.91 4.69
C: 9.01 -0.70 5.62
C: 9.33 -1.74 6.62
O: 10.18 -1.56 7.47
C: 8.58 -3.01 6.55
C: 7.64 -3.21 5.62
C: 7.32 -2.18 4.62
O: 6.47 -2.36 3.77
H: 7.83 -0.16 3.94
H: 9.57 0.22 5.68
H: 8.82 -3.76 7.29
H: 7.08 -4.14 5.56
C: -11.76 4.76 -6.72
C: -10.82 4.95 -5.80
C: -10.50 3.91 -4.80
O: -9.64 4.08 -3.96
C: -11.27 2.65 -4.86
C: -12.22 2.46 -5.78
C: -12.54 3.50 -6.78
O: -13.40 3.32 -7.62
H: -12.01 5.51 -7.46
H: -10.24 5.86 -5.75
H: -11.03 1.89 -4.12
H: -12.80 1.54 -5.84